# 1
ORCA calculation (ωB97M-V/def2-TZVPD) on a molecular structure, C22H29MoNO4SeSi.

Calculated values
- Highest occupied orbital energy (spin up / spin down): -14.9 / -14.9 eV
- Energy: -3969.94672 Eh
- Lowest unoccupied orbital energy (spin up / spin down): -8.34 / -8.34 eV
- Kohn-Sham gap (spin up / spin down): 6.53 / 6.53 eV

The geometry in ORCA input format:
```
! RIJCOSX wB97M-V def2-TZVPD def2/J DEFGRID3
* xyz 2 1
Mo -0.596 0.350 -0.959
O 2.679 -0.099 -3.038
C 1.697 0.429 -2.633
O 0.942 -0.240 -1.739
C 1.166 1.778 -2.830
C 1.681 2.835 -3.540
C 0.974 3.999 -3.654
C -0.300 4.132 -3.068
C -0.723 3.020 -2.388
N -0.017 1.880 -2.275
C -2.017 2.934 -1.574
O -2.914 3.658 -1.458
O -1.839 1.672 -0.845
H 2.621 2.755 -4.045
H 1.355 4.840 -4.163
H -0.927 5.034 -3.095
Se -1.605 -1.756 -0.921
C -0.857 -3.159 -2.021
C 0.529 -3.336 -2.117
C 1.024 -4.321 -2.949
C 0.142 -5.057 -3.714
C -1.262 -4.867 -3.616
C -1.759 -3.880 -2.803
H 1.397 -2.799 -1.602
H 2.119 -4.460 -3.039
H 0.565 -5.751 -4.454
H -1.953 -5.506 -4.194
H -2.782 -3.721 -2.604
C 1.186 1.900 0.927
Si 0.043 0.631 1.767
C -1.484 1.235 2.677
C -1.156 1.175 4.225
C -2.044 2.566 2.277
C -2.479 0.117 2.449
C 1.122 -0.873 2.273
C 2.222 -0.317 3.244
C 0.411 -2.023 2.905
C 1.887 -1.350 1.004
H 0.779 2.756 0.370
H 1.949 1.324 0.377
H 1.776 2.385 1.811
H -0.563 2.036 4.474
H -0.634 0.254 4.405
H -2.086 1.352 4.758
H -1.403 3.469 2.465
H -2.850 2.734 2.969
H -2.368 2.660 1.276
H -2.187 -0.870 2.697
H -2.785 0.160 1.394
H -3.342 0.290 3.097
H 1.892 0.349 4.032
H 2.926 0.281 2.623
H 2.799 -1.074 3.764
H -0.137 -1.904 3.832
H 1.180 -2.720 3.105
H -0.316 -2.438 2.198
H 2.379 -0.480 0.442
H 1.257 -1.883 0.287
H 2.689 -2.109 1.209
*
```

=====

# 2
ORCA calculation (ωB97M-V/def2-TZVPD) on a single C22H29N3O2 molecule.

Calculated values
- SMILES: CCCCOc1ccc(C(=O)Nc2ccc(N3CCN(C)CC3)cc2)cc1
- Energy relative to the best compared isomer or geometry (same formula, charge and spin): 197.0 kJ/mol
- Highest occupied orbital energy: -7.2 eV
- Energy: -1170.47380 Eh
- Lowest unoccupied orbital energy: 0.72 eV
- Kohn-Sham gap: 7.92 eV

The geometry in ORCA input format:
```
! RIJCOSX wB97M-V def2-TZVPD def2/J DEFGRID3
* xyz 0 1
C 5.447 -5.983 -0.059
C 6.274 -5.473 1.115
C 5.513 -4.479 1.993
C 4.349 -5.111 2.765
O 3.228 -5.418 1.961
C 2.435 -4.424 1.491
C 1.457 -4.819 0.573
C 0.587 -3.898 0.039
C 0.647 -2.556 0.415
C -0.313 -1.610 -0.224
O -0.742 -1.796 -1.347
N -0.655 -0.556 0.570
C -1.502 0.522 0.288
C -2.129 0.704 -0.938
C -2.934 1.804 -1.158
C -3.154 2.767 -0.167
N -4.010 3.849 -0.334
C -3.612 5.157 0.144
C -2.811 5.904 -0.929
N -3.615 6.051 -2.128
C -2.944 6.844 -3.135
C -3.996 4.744 -2.634
C -4.780 4.000 -1.548
C -2.534 2.556 1.071
C -1.724 1.464 1.291
C 1.625 -2.164 1.320
C 2.515 -3.081 1.852
H 6.042 -6.651 -0.677
H 4.573 -6.525 0.293
H 5.109 -5.153 -0.676
H 6.599 -6.317 1.727
H 7.170 -4.977 0.733
H 5.134 -3.668 1.368
H 6.202 -4.050 2.725
H 4.659 -6.075 3.177
H 4.051 -4.464 3.600
H 1.409 -5.860 0.294
H -0.158 -4.197 -0.682
H -0.285 -0.556 1.510
H -1.976 -0.016 -1.724
H -3.386 1.904 -2.132
H -3.012 5.073 1.048
H -4.518 5.726 0.372
H -2.548 6.900 -0.564
H -1.875 5.348 -1.131
H -2.003 6.386 -3.481
H -2.721 7.827 -2.723
H -3.607 6.965 -3.990
H -4.627 4.884 -3.515
H -3.110 4.153 -2.928
H -5.117 3.027 -1.903
H -5.663 4.597 -1.295
H -2.702 3.244 1.885
H -1.261 1.334 2.260
H 1.736 -1.125 1.599
H 3.265 -2.733 2.545
*
```

=====

# 3
ORCA calculation (ωB97M-V/def2-TZVPD) on a molecular structure, C22H29N3O2S3SbV.

Calculated values
- Energy relative to the best compared isomer or geometry (same formula, charge and spin): 102.9 kJ/mol
- Highest occupied orbital energy (spin up / spin down): -10.2 / -10.8 eV
- Energy: -3549.22064 Eh
- Lowest unoccupied orbital energy (spin up / spin down): -3.56 / -3.84 eV
- Kohn-Sham gap (spin up / spin down): 6.64 / 7.00 eV

The geometry in ORCA input format:
```
! RIJCOSX wB97M-V def2-TZVPD def2/J DEFGRID3
* xyz 1 4
V 0.599 -0.809 0.300
S 5.420 -3.103 2.312
Sb 4.572 -1.422 1.239
S 1.954 -1.494 2.075
S 2.388 -2.483 0.262
C 2.676 2.159 2.084
C 3.485 1.807 0.869
C 4.832 2.151 0.790
C 5.571 1.883 -0.353
C 4.967 1.259 -1.433
C 3.620 0.899 -1.395
C 2.964 0.304 -2.609
C 2.906 1.180 -0.233
N 1.492 0.894 -0.214
C 0.688 1.880 -0.621
C 1.152 3.229 -1.054
C -0.706 1.543 -0.659
C -1.722 2.522 -1.147
N -0.995 0.313 -0.265
C -2.366 -0.126 -0.245
C -3.098 0.035 0.929
C -2.523 0.751 2.118
C -4.395 -0.472 0.960
C -4.936 -1.114 -0.143
C -4.181 -1.259 -1.299
C -2.880 -0.772 -1.367
C -2.061 -0.922 -2.617
H 3.323 2.443 2.912
H 2.046 1.328 2.409
H 2.015 3.005 1.883
H 5.301 2.640 1.634
H 6.614 2.161 -0.403
H 5.538 1.054 -2.329
H 3.715 -0.018 -3.327
H 2.323 1.034 -3.108
H 2.342 -0.559 -2.356
H 2.219 3.366 -0.904
H 0.621 4.014 -0.512
H 0.936 3.382 -2.115
H -1.454 2.886 -2.140
H -1.761 3.395 -0.492
H -2.714 2.081 -1.189
H -1.528 0.382 2.380
H -3.168 0.631 2.987
H -2.428 1.822 1.927
H -4.984 -0.349 1.860
H -5.948 -1.491 -0.107
H -4.605 -1.750 -2.166
H -2.586 -1.526 -3.354
H -1.098 -1.400 -2.415
H -1.847 0.047 -3.074
N -2.973 -4.409 2.053
C -2.358 -4.036 0.787
C -1.367 -2.924 1.028
O -1.371 -2.398 2.219
O -0.636 -2.500 0.137
H -3.980 -4.470 1.995
H -2.047 -2.936 2.723
H -2.617 -5.283 2.418
H -3.096 -3.610 0.101
H -1.853 -4.847 0.257
*
```